[1]
79
Properties=species:S:1:pos:R:3:forces:R:3:mulliken_spin:R:1 method="wB97M-V/def2-TZVPD" s_squared=1.19 homo_energy_ev="-10.29 / -10.00" e_above_lowest_kcal_mol=6.9 e_tot_ev=-159148.6921 total_charge=+1 gap_ev="6.8 / 6.5" spin_multiplicity=2
Mn -0.217 -0.030 -0.725 1.157 0.507 1.282 1.00
C 1.654 2.540 2.137 -0.149 0.160 -0.095 0.00
C 0.828 1.963 1.027 0.274 -1.094 0.850 0.01
N 0.546 0.697 0.959 0.122 0.955 0.116 -0.02
N 0.927 -0.089 2.003 0.157 0.116 0.427 0.00
C 1.003 -1.432 1.898 -0.175 -0.748 -0.673 0.00
N 1.435 -2.088 2.988 -0.124 0.306 0.142 0.00
S 0.619 -2.266 0.486 -0.170 0.586 -0.003 -0.03
C 0.337 2.767 -0.065 -0.506 0.994 -1.201 -0.02
C 0.467 4.160 -0.110 0.155 -0.516 0.481 0.00
C 0.049 4.849 -1.227 -0.222 0.019 -0.440 0.00
C -0.494 4.142 -2.294 0.177 0.296 0.341 0.00
C -0.640 2.774 -2.163 -0.295 -0.281 -0.278 -0.01
N -0.260 2.105 -1.083 0.513 -0.804 0.639 0.01
H 2.400 1.824 2.480 0.024 0.022 -0.027 0.00
H 1.037 2.842 2.988 0.022 0.015 0.004 0.00
H 2.192 3.415 1.784 -0.003 0.035 0.065 0.00
H 1.105 0.362 2.887 0.012 -0.026 0.018 0.00
H 1.502 -1.635 3.886 0.049 -0.060 -0.008 0.00
H 1.364 -3.091 2.975 0.021 -0.020 -0.015 0.00
H 0.884 4.691 0.734 0.028 0.028 -0.041 0.00
H 0.142 5.925 -1.274 0.032 -0.003 0.013 0.00
H -0.799 4.647 -3.199 -0.064 -0.060 -0.011 0.00
H -1.092 2.182 -2.950 0.047 -0.067 0.035 0.00
O -1.407 -1.784 -4.334 0.015 0.017 -0.035 0.03
C -1.114 -1.239 -3.324 0.104 0.064 0.269 0.04
N -0.858 -0.692 -2.298 -0.685 -0.710 -2.016 -0.03
C -6.758 1.235 -0.988 0.052 -0.122 0.010 0.00
C -5.369 1.251 -0.328 0.074 -0.169 0.046 0.00
C -4.397 2.025 -1.232 0.018 -0.034 -0.024 0.00
C -5.463 2.013 1.003 -0.029 -0.121 -0.067 0.00
Si -4.804 -0.566 -0.029 0.717 0.014 0.046 0.01
Br -2.442 -0.212 0.611 -0.839 -0.087 0.064 -0.01
C -4.691 -1.694 -1.581 -0.003 0.144 0.178 0.00
C -4.270 -0.878 -2.811 -0.081 0.056 0.053 0.00
C -3.669 -2.825 -1.397 -0.004 -0.032 0.070 0.00
C -6.074 -2.312 -1.853 -0.020 0.105 0.130 0.00
C -5.490 -1.408 1.565 0.154 0.138 -0.134 0.00
C -5.030 -2.871 1.639 -0.047 0.091 -0.039 0.00
C -7.027 -1.371 1.519 0.066 0.069 -0.115 0.00
C -5.019 -0.715 2.853 -0.012 0.056 -0.095 0.00
H -7.107 2.263 -1.118 -0.016 0.014 -0.007 0.00
H -7.493 0.709 -0.375 -0.033 0.046 -0.057 0.00
H -6.736 0.763 -1.972 -0.024 0.047 0.012 0.00
H -4.735 3.064 -1.302 -0.036 0.014 0.021 0.00
H -4.360 1.625 -2.243 0.038 0.032 0.043 0.00
H -3.384 2.030 -0.824 -0.020 0.021 -0.022 0.00
H -5.690 3.063 0.798 -0.005 0.018 -0.018 0.00
H -4.522 1.971 1.555 -0.029 0.048 0.030 0.00
H -6.263 1.625 1.634 0.037 0.047 0.010 0.00
H -3.321 -0.363 -2.645 -0.116 -0.005 -0.029 0.00
H -5.031 -0.148 -3.093 0.025 -0.027 -0.020 0.00
H -4.133 -1.554 -3.659 0.011 -0.012 0.018 0.00
H -2.671 -2.438 -1.201 0.064 0.017 -0.030 0.00
H -3.619 -3.410 -2.320 -0.027 0.021 -0.032 0.00
H -3.936 -3.503 -0.589 0.038 -0.002 -0.078 0.00
H -6.849 -1.549 -1.965 -0.017 -0.067 -0.036 0.00
H -6.379 -2.994 -1.059 -0.029 -0.016 -0.042 0.00
H -6.031 -2.884 -2.783 0.003 -0.001 -0.019 0.00
H -5.433 -3.468 0.822 0.041 -0.025 0.044 0.00
H -5.393 -3.311 2.572 -0.008 0.022 0.029 0.00
H -3.941 -2.946 1.632 -0.009 -0.059 -0.006 0.00
H -7.423 -1.853 0.623 -0.051 0.015 0.050 0.00
H -7.407 -0.349 1.555 -0.036 -0.049 0.033 0.00
H -7.423 -1.904 2.388 -0.018 -0.011 0.008 0.00
H -3.931 -0.693 2.917 -0.010 -0.015 0.073 0.00
H -5.398 -1.273 3.713 -0.024 -0.019 0.001 0.00
H -5.387 0.306 2.932 0.040 -0.067 0.070 0.00
C 4.989 -1.654 -1.221 0.006 0.145 -0.053 0.00
N 3.580 -1.308 -1.219 0.165 -0.142 0.058 0.00
C 3.065 -0.091 -1.464 -0.238 -0.232 0.021 0.00
N 3.940 0.930 -1.682 0.143 -0.016 0.056 0.00
O 1.846 0.112 -1.462 -0.269 0.402 -0.038 0.00
H 5.094 -2.677 -0.873 0.010 -0.012 -0.015 0.00
H 5.555 -1.009 -0.546 -0.012 -0.022 0.017 0.00
H 5.423 -1.588 -2.222 0.002 -0.034 0.007 0.00
H 2.902 -2.036 -1.069 -0.108 0.053 0.021 0.00
H 4.896 0.740 -1.927 -0.020 0.023 -0.029 0.00
H 3.538 1.783 -2.029 -0.032 0.007 -0.055 0.00



[2]
81
Properties=species:S:1:pos:R:3:forces:R:3:mulliken_spin:R:1 method="wB97M-V/def2-TZVPD" s_squared=6.03 homo_energy_ev="-1.78 / -3.74" e_above_lowest_kcal_mol=0.0 e_tot_ev=-106186.0770 total_charge=-1 gap_ev="4.2 / 4.1" spin_multiplicity=5
C 3.213 -2.216 -6.808 -0.016 -0.154 0.293 0.00
C 2.652 -1.474 -7.978 -0.364 -0.180 -1.005 0.00
H 3.179 -3.298 -6.975 -0.001 0.174 0.128 0.00
H 2.655 -1.968 -5.896 0.158 -0.127 -0.172 0.00
H 4.267 -1.949 -6.637 -0.208 0.013 -0.055 0.00
C 2.647 -1.957 -9.232 0.240 0.626 0.641 0.00
C 3.158 -3.294 -9.632 0.189 -0.550 -0.385 0.00
H 2.313 -1.331 -10.055 -0.124 -0.052 0.251 0.00
H 2.823 -4.096 -8.962 0.106 0.169 -0.116 0.00
H 4.256 -3.330 -9.677 -0.159 -0.009 0.078 0.00
H 2.797 -3.524 -10.642 0.084 -0.114 0.190 0.00
Cr 0.410 0.127 -0.706 -1.691 -3.481 -1.683 2.69
Cl 1.783 -0.391 -2.415 1.382 -0.241 -0.740 0.02
C -0.292 2.527 -1.994 -0.555 -2.128 0.445 0.04
O -0.735 1.377 -1.701 0.299 3.570 -0.976 -0.06
N -1.007 3.364 -2.750 -0.416 0.322 -0.360 0.01
C -2.373 3.020 -3.137 0.172 0.000 -0.186 0.00
C -0.373 4.506 -3.398 -0.035 -0.164 0.152 0.00
H 0.686 2.893 -1.646 -0.076 -0.445 0.031 0.01
H -2.880 2.500 -2.315 0.255 0.058 -0.240 0.00
H -2.401 2.392 -4.040 0.048 0.016 0.299 0.00
H -2.896 3.952 -3.366 -0.024 -0.057 0.082 0.00
H 0.514 4.780 -2.814 -0.217 0.059 -0.217 0.00
H -1.086 5.338 -3.435 0.227 -0.035 0.107 0.00
H -0.067 4.275 -4.431 -0.086 0.016 0.306 0.00
H -3.628 1.771 2.213 0.030 -0.284 -0.117 0.00
H -1.442 2.587 3.800 -0.047 -0.253 0.143 0.00
C -3.222 0.753 2.328 0.239 0.028 0.244 0.00
C -1.479 1.494 3.945 0.068 0.139 -0.288 0.00
N -1.810 0.823 2.695 -0.417 0.116 0.216 0.02
H -3.319 0.186 1.394 0.026 0.259 0.311 0.00
C -0.866 0.633 1.766 -0.632 -0.414 -2.521 0.00
O -1.168 0.275 0.586 0.232 0.923 3.290 -0.03
H -0.501 1.158 4.310 -0.296 0.156 -0.064 0.00
H 0.170 0.836 2.070 -0.052 0.014 -0.467 0.01
H -3.762 0.257 3.144 0.013 0.041 -0.235 0.00
H -2.254 1.260 4.678 0.167 -0.005 0.034 0.00
H 0.349 -4.702 -0.560 -0.356 0.170 -0.133 0.00
H 0.374 -3.131 -3.228 -0.196 -0.046 -0.016 0.00
C -0.700 -4.718 -0.906 -0.049 0.080 0.136 0.00
C -0.630 -3.563 -3.104 0.203 0.222 0.119 0.00
N -1.037 -3.552 -1.709 -0.220 -0.107 -0.013 0.00
H -1.358 -4.762 -0.026 0.244 -0.030 -0.243 0.00
C -1.344 -2.375 -1.126 0.568 1.342 -0.278 -0.01
O -1.249 -1.266 -1.687 -0.805 -1.921 0.304 -0.01
H -1.351 -2.978 -3.684 0.241 -0.079 0.033 0.00
H -1.680 -2.459 -0.078 0.061 -0.061 -0.231 0.00
H -0.847 -5.610 -1.529 -0.097 0.106 0.263 0.00
H -0.634 -4.604 -3.435 0.000 0.153 -0.107 0.00
O 0.934 -0.445 -6.740 0.351 -0.128 -0.591 0.00
C 2.004 -0.147 -7.636 -0.510 0.388 0.495 0.00
C 0.425 0.221 -9.564 -0.077 0.221 -0.249 0.00
C 1.536 0.659 -8.842 0.466 -0.199 0.012 0.00
H -0.113 -0.668 -9.227 0.140 0.374 -0.043 0.00
C 0.041 0.883 -10.733 0.291 -0.111 0.225 0.00
H 2.746 0.427 -7.062 -0.043 0.205 -0.178 0.00
C 2.276 1.761 -9.294 -0.373 -0.487 -0.031 0.00
H -0.848 0.544 -11.264 0.278 0.118 0.003 0.00
C 0.821 1.936 -11.222 -0.072 0.044 0.142 0.00
C 1.930 2.383 -10.495 0.016 -0.074 0.048 0.00
H 3.135 2.075 -8.700 -0.177 0.055 -0.259 0.00
H 0.562 2.403 -12.173 0.053 -0.035 0.286 0.00
H 2.541 3.209 -10.868 -0.249 -0.229 0.077 0.00
Si -0.421 0.320 -6.142 0.662 -0.313 0.477 0.00
Cl 1.000 -1.832 0.333 0.502 -1.098 1.180 0.02
C -1.897 -0.415 -6.989 -0.452 0.122 -0.416 0.00
C -0.255 2.166 -6.415 -0.110 0.328 -0.407 0.00
C -0.415 -0.088 -4.356 -0.426 0.311 -0.564 0.00
H -1.940 -0.119 -8.043 -0.170 -0.075 0.102 0.00
H -2.810 -0.064 -6.488 0.096 -0.106 -0.139 0.00
H -1.875 -1.512 -6.936 0.046 0.227 0.050 0.00
H 0.109 -1.030 -4.179 -0.152 0.249 -0.016 0.00
H -1.386 -0.138 -3.865 -0.025 0.021 -0.026 0.00
H 0.174 0.685 -3.858 -0.100 -0.329 -0.002 0.01
H -0.077 2.383 -7.480 -0.098 0.067 0.278 0.00
H 0.588 2.580 -5.841 -0.208 -0.228 -0.112 0.00
H -1.170 2.698 -6.111 0.201 -0.096 -0.053 0.00
O -0.025 -2.109 3.756 0.450 2.858 -0.825 0.30
N 0.416 -0.983 3.551 2.525 -2.770 2.411 0.37
O 1.456 -0.499 4.008 -2.753 -0.602 -1.465 0.29
O 1.397 1.185 0.012 1.805 3.458 2.344 0.33



[3]
78
Properties=species:S:1:pos:R:3:forces:R:3:mulliken_spin:R:1 method="wB97M-V/def2-TZVPD" s_squared=9.73 homo_energy_ev="-3.51 / -5.79" e_above_lowest_kcal_mol=167.6 e_tot_ev=-102317.5356 total_charge=0 gap_ev="3.1 / 6.2" spin_multiplicity=6
C -1.146 2.498 -5.555 0.389 0.060 -0.205 -0.01
C -0.566 2.709 -4.165 0.209 -1.979 -0.394 0.05
H -0.718 3.192 -6.295 -0.129 -0.167 0.351 0.00
H -2.237 2.664 -5.512 0.473 -0.050 -0.130 0.01
H -0.954 1.488 -5.927 -0.100 0.202 0.147 0.00
C -0.518 4.019 -3.697 -0.178 0.907 0.708 -0.50
C -1.011 5.186 -4.466 0.161 0.914 -0.285 0.09
H -0.142 4.254 -2.706 0.044 -0.256 -0.264 -0.19
H -2.110 5.318 -4.403 0.364 -0.083 -0.134 -0.06
H -0.714 5.216 -5.537 -0.303 -0.258 0.577 -0.02
H -0.550 6.081 -4.020 -0.340 -0.110 -0.154 0.00
Dy -0.630 -0.976 1.116 0.141 -0.552 0.785 6.46
Cl -2.979 -1.779 1.636 -1.513 -0.570 0.066 -0.01
C 2.461 -0.253 1.696 -1.858 0.141 -0.103 -0.01
O 1.220 -0.049 1.875 3.234 0.193 0.426 -0.07
N 3.368 0.529 2.240 0.314 0.395 0.227 0.00
C 2.946 1.584 3.156 0.046 0.126 -0.036 0.00
C 4.766 0.468 1.830 -0.079 -0.238 0.115 0.00
H 2.818 -1.087 1.073 -0.136 0.233 0.005 -0.01
H 2.050 1.269 3.700 0.254 -0.011 -0.175 0.01
H 2.704 2.510 2.611 0.168 -0.240 0.136 0.00
H 3.765 1.759 3.861 -0.178 0.090 -0.127 0.00
H 4.883 -0.368 1.131 0.024 0.218 0.137 0.00
H 5.396 0.288 2.712 -0.047 0.168 -0.295 0.00
H 5.059 1.400 1.321 -0.071 -0.283 0.242 0.00
H -1.262 -5.570 4.188 0.002 0.145 0.034 0.00
H -0.860 -7.100 2.286 -0.017 0.020 -0.137 0.00
C -1.520 -4.737 3.528 0.106 -0.096 0.079 0.00
C -1.280 -6.327 1.637 -0.052 0.072 -0.159 0.00
N -0.984 -5.025 2.199 -0.567 -0.138 0.232 0.00
H -1.096 -3.801 3.903 -0.114 -0.263 -0.154 0.00
C -0.460 -4.069 1.460 0.841 1.840 0.379 0.02
O -0.100 -2.951 1.934 -0.072 -3.149 -0.092 -0.10
H -0.817 -6.386 0.647 -0.134 -0.132 0.168 0.00
H -0.345 -4.267 0.376 0.192 -0.081 0.437 -0.01
H -2.614 -4.647 3.477 0.286 0.037 -0.050 0.00
H -2.361 -6.490 1.550 0.155 0.058 0.007 0.00
H -3.161 2.377 -0.866 0.020 0.004 0.300 0.00
H -1.655 4.707 -0.548 0.032 -0.004 0.276 0.00
C -3.330 2.644 0.189 0.093 -0.052 -0.120 0.00
C -1.774 4.544 0.534 -0.022 -0.311 0.047 0.00
N -2.095 3.142 0.796 0.199 0.064 0.120 0.00
H -3.675 1.762 0.735 0.085 0.143 -0.120 0.00
C -1.270 2.331 1.483 -0.703 -1.491 0.116 -0.01
O -1.500 1.113 1.681 0.137 3.092 0.115 -0.09
H -0.847 4.810 1.052 -0.197 0.001 -0.135 0.00
H -0.355 2.816 1.876 -0.310 -0.105 -0.147 -0.02
H -4.078 3.445 0.222 0.101 -0.206 0.126 0.00
H -2.592 5.184 0.892 0.226 -0.119 -0.040 0.00
O -1.131 1.527 -3.248 0.067 1.780 -0.149 -0.25
C 0.239 1.582 -3.479 -0.550 0.108 -0.651 -0.11
C 0.639 2.654 -1.234 0.697 0.256 -0.430 -0.06
C 1.106 1.873 -2.312 0.441 0.122 0.737 0.03
H -0.434 2.792 -1.122 0.315 0.219 -0.146 0.02
C 1.568 3.270 -0.389 0.084 -0.292 0.341 0.01
H 0.605 0.821 -4.187 0.097 0.131 0.362 -0.01
C 2.430 1.427 -2.279 -0.184 0.123 -0.355 -0.01
H 1.253 4.029 0.336 -0.031 -0.381 -0.184 0.00
C 2.924 2.922 -0.440 0.032 -0.195 -0.535 0.00
C 3.332 1.941 -1.353 -0.163 0.122 0.375 0.00
H 2.739 0.664 -2.999 0.016 0.330 0.185 0.00
H 3.676 3.414 0.190 -0.453 -0.193 -0.137 0.00
H 4.355 1.573 -1.344 -0.100 0.113 -0.048 0.00
Si -2.680 -0.769 -2.768 0.913 -0.466 1.433 0.07
Cl -1.207 0.104 -1.035 -2.031 0.206 -3.332 -0.29
C -4.325 -0.555 -1.932 -0.374 0.243 -0.048 0.01
C -2.050 -2.535 -2.643 -0.132 0.176 -0.235 0.00
C -2.636 -0.135 -4.519 -0.258 -0.162 -0.420 0.01
H -4.222 -0.416 -0.847 0.036 -0.104 -0.282 0.00
H -4.926 -1.463 -2.095 0.183 0.157 0.042 0.00
H -4.894 0.282 -2.365 0.160 -0.127 0.189 0.00
H -3.062 0.889 -4.582 0.444 -0.773 -0.009 0.00
H -3.265 -0.807 -5.141 0.222 0.179 0.316 0.00
H -1.599 -0.178 -4.912 -0.812 0.083 0.214 0.00
H -0.998 -2.590 -2.969 -0.390 -0.069 0.184 0.00
H -2.675 -3.155 -3.309 0.200 0.083 0.103 0.00
H -2.133 -2.943 -1.621 0.055 0.317 -0.359 0.01
I 1.468 -2.298 -1.195 0.340 -0.163 -0.063 0.01